ORCA calculation (the ωB97M-V functional and the def2-TZVPD basis) on an isolated molecule of C4H4N4 at a distorted geometry.

* energy relative to the best compared isomer or geometry (same formula, charge and spin): 599.7 kJ/mol
* multiplicity: 1
* SMILES: [H]/N=c1/ncccnn1
* maximum force: 9.02 eV/Å
* orbital gap: 8.20 eV

Geometry as XYZ:
```
12
Properties=species:S:1:pos:R:3:mulliken_charge:R:1
N -1.0035 0.4852 -1.0994 -0.081
H -1.0946 2.0469 2.0765 0.254
C 1.0140 -0.4576 -0.7136 -0.228
N -0.2542 -0.9701 1.3673 -0.438
C -0.7556 0.4646 1.1723 0.437
N -0.7137 1.2383 2.3368 -0.598
H 0.9309 -2.1852 0.3180 0.392
C 0.2917 0.3871 -1.5724 -0.048
H 1.9629 -0.6224 -1.4286 0.201
H 0.5785 0.4426 -2.8635 0.304
C 0.5476 -1.2072 0.3589 0.050
N -1.5040 0.3779 0.0476 -0.244
```